This record from the Open Molecules 2025 dataset describes a structure of composition C37H34F4I2N7O3Pb. The level of theory is ωB97M-V/def2-TZVPD.

The geometry in XYZ format:
```
88
Properties=species:S:1:pos:R:3
Pb 0.47 1.40 0.09
N -0.24 4.16 0.32
N -0.94 4.67 1.40
C -0.87 4.08 2.61
N -1.50 4.73 3.61
N -0.19 2.96 2.66
N -0.09 2.27 3.85
O -0.66 2.66 4.88
O 0.59 1.28 3.81
H 0.71 4.52 0.24
H -0.76 4.29 -0.53
H -1.27 5.62 1.37
H -2.14 5.47 3.41
H -1.51 4.23 4.49
C -0.60 -1.47 2.48
C 0.40 -2.62 2.37
C 1.53 -2.44 3.38
C 0.89 -2.85 0.94
C 0.57 -4.08 0.37
C 1.01 -4.44 -0.90
C 1.78 -3.54 -1.61
C 2.10 -2.29 -1.09
C 2.91 -1.34 -1.96
C 4.38 -1.75 -2.06
C 2.32 -1.23 -3.37
C 1.66 -1.93 0.21
N 1.96 -0.65 0.72
C 3.21 -0.48 1.23
C 4.12 -1.53 1.51
C 5.38 -1.34 2.03
C 5.85 -0.06 2.32
C 4.99 1.01 2.09
C 3.73 0.79 1.57
F 2.94 1.89 1.37
H -1.10 -1.48 3.45
H -1.37 -1.53 1.70
H -0.09 -0.51 2.38
H -0.13 -3.54 2.64
H 2.06 -1.51 3.22
H 2.25 -3.27 3.32
H 1.12 -2.43 4.40
H -0.02 -4.79 0.94
H 0.75 -5.40 -1.32
H 2.14 -3.81 -2.60
H 2.87 -0.35 -1.50
H 4.46 -2.77 -2.46
H 4.87 -1.73 -1.08
H 4.92 -1.08 -2.73
H 2.57 -2.11 -3.97
H 2.71 -0.36 -3.89
H 1.23 -1.15 -3.34
H 3.78 -2.54 1.30
H 6.02 -2.20 2.22
H 6.84 0.11 2.73
H 5.28 2.03 2.29
I 2.95 4.89 -3.55
C 1.70 3.28 -4.03
C 1.61 2.84 -5.35
C 0.76 1.82 -5.69
I 0.62 1.28 -7.72
C 0.02 1.14 -4.70
C -0.90 0.09 -4.93
C -1.52 -0.53 -3.88
C -1.21 -0.13 -2.57
N -0.38 0.85 -2.33
C 0.20 1.53 -3.35
C 0.96 2.71 -2.97
O 0.91 3.16 -1.79
H 2.20 3.33 -6.11
H -1.12 -0.21 -5.95
H -2.22 -1.34 -4.04
H -1.64 -0.63 -1.71
F -8.95 -1.69 0.46
C -8.36 -1.21 1.57
F -9.19 -0.27 2.07
F -8.36 -2.22 2.48
C -6.99 -0.68 1.33
C -6.24 -0.24 2.41
C -4.95 0.23 2.22
C -4.39 0.28 0.93
C -5.17 -0.15 -0.15
C -6.46 -0.62 0.05
C -3.04 0.71 0.73
C -1.88 1.02 0.53
H -6.66 -0.28 3.41
H -4.36 0.56 3.06
H -4.75 -0.10 -1.14
H -7.05 -0.96 -0.80
```

Calculated values
Energy above the lowest of the compared OMol25 structures with the same formula, charge and spin: 0.453 eV
LUMO energy: 1.94 eV
Total energy: -87811.785 eV
Maximum force: 0.4 eV/A
Charge: -1
HOMO-LUMO gap: 6.0731 eV
Spin multiplicity: 1

This record from the Open Molecules 2025 dataset describes a cluster of 2 separate species, C3Cl6S in total at a distorted geometry. The level of theory is ωB97M-V/def2-TZVPD.

The geometry in XYZ format:
```
10
Properties=species:S:1:pos:R:3
C -0.90 0.54 0.01
C -1.56 -0.72 -0.23
C 1.90 0.31 0.31
S -0.74 0.44 -1.69
Cl -1.70 1.74 0.96
Cl -3.26 -1.10 -0.15
Cl -0.59 -2.13 0.02
Cl 2.40 1.86 -0.28
Cl 2.42 0.02 1.92
Cl 2.03 -0.95 -0.87
```

Calculated values
Energy above the lowest of the compared OMol25 structures with the same formula, charge and spin: 2.254 eV
LUMO energy (alpha / beta): -1.01 / -1.28 eV
Total energy: -89076.272 eV
Maximum force: 1.4 eV/A
Charge: 0
HOMO-LUMO gap (alpha / beta): 7.5155 / 7.4731 eV
Spin multiplicity: 1

This record from the Open Molecules 2025 dataset describes a cluster of 4 separate species, C23H60BBrFN2O6PSi6 in total at a distorted geometry. The level of theory is ωB97M-V/def2-TZVPD.

The geometry in XYZ format:
```
101
Properties=species:S:1:pos:R:3
N 3.05 4.05 1.14
C 2.24 4.85 1.09
C 1.08 5.73 1.04
P 1.59 7.52 1.28
O 3.19 7.43 1.06
Br 1.24 7.77 3.49
C 0.34 5.53 -0.28
F -0.04 4.22 -0.36
C 1.24 5.78 -1.42
N 1.88 5.98 -2.37
C -0.88 6.42 -0.46
B -1.95 6.36 0.71
O -2.60 7.52 0.99
O -2.28 5.26 1.45
H 0.45 5.46 1.87
H 3.44 8.32 0.79
H -1.30 6.21 -1.43
H -0.52 7.44 -0.51
H -3.38 7.35 1.53
H -1.56 4.64 1.57
C 1.75 0.57 -0.46
Si 0.82 0.07 1.09
C 2.00 -0.83 2.23
C 0.25 1.63 1.95
O -0.45 -0.90 0.70
Si -0.73 -2.35 -0.03
C -2.56 -2.72 -0.07
C 0.13 -3.73 0.91
C -0.09 -2.34 -1.79
H 2.23 -0.30 -0.92
H 2.53 1.29 -0.22
H 1.08 1.02 -1.19
H 1.47 -1.21 3.11
H 2.79 -0.16 2.57
H 2.46 -1.67 1.72
H -0.28 1.40 2.87
H -0.41 2.20 1.30
H 1.12 2.25 2.18
H -2.98 -2.76 0.94
H -2.75 -3.68 -0.55
H -3.10 -1.95 -0.63
H 1.22 -3.63 0.84
H -0.14 -4.70 0.49
H -0.15 -3.72 1.96
H 1.00 -2.25 -1.81
H -0.51 -1.50 -2.35
H -0.37 -3.26 -2.30
C -9.32 2.13 -1.52
Si -7.68 1.82 -2.37
C -7.86 0.31 -3.47
C -7.28 3.29 -3.44
O -6.50 1.57 -1.25
Si -6.16 0.53 -0.01
C -4.54 0.97 0.80
C -6.04 -1.23 -0.66
C -7.51 0.59 1.29
H -9.67 1.24 -0.99
H -10.09 2.40 -2.26
H -9.24 2.95 -0.81
H -6.89 0.05 -3.92
H -8.56 0.51 -4.28
H -8.22 -0.55 -2.91
H -6.34 3.14 -3.98
H -7.20 4.20 -2.85
H -8.07 3.44 -4.18
H -3.71 0.92 0.09
H -4.33 0.27 1.61
H -4.57 1.97 1.22
H -7.00 -1.58 -1.03
H -5.71 -1.90 0.13
H -5.32 -1.28 -1.48
H -8.45 0.22 0.89
H -7.67 1.62 1.63
H -7.24 -0.02 2.15
C 5.61 -3.05 2.17
Si 5.81 -3.07 0.31
C 4.29 -3.86 -0.45
C 5.90 -1.30 -0.29
O 7.16 -3.91 -0.11
Si 7.78 -5.43 0.05
C 9.46 -5.56 -0.75
C 6.64 -6.68 -0.75
C 7.96 -5.87 1.87
H 5.41 -4.05 2.55
H 4.77 -2.41 2.46
H 6.51 -2.67 2.65
H 4.41 -3.96 -1.53
H 3.41 -3.25 -0.26
H 4.11 -4.85 -0.03
H 6.00 -1.26 -1.38
H 6.76 -0.78 0.15
H 5.00 -0.76 0.00
H 9.40 -5.34 -1.82
H 9.85 -6.57 -0.63
H 10.17 -4.86 -0.30
H 5.68 -6.74 -0.23
H 7.09 -7.67 -0.74
H 6.45 -6.41 -1.79
H 6.98 -5.94 2.35
H 8.55 -5.12 2.39
H 8.46 -6.83 1.98
```

Calculated values
SMILES: N#C[C@@H](P(O)Br)[C@](F)(C#N)CB(O)O.C[Si](C)(C)O[Si](C)(C)C.C[Si](C)(C)O[Si](C)(C)C.C[Si](C)(C)O[Si](C)(C)C
LUMO energy: -0.01 eV
Total energy: -170097.775 eV
Maximum force: 2.2 eV/A
Charge: 0
HOMO-LUMO gap: 9.9597 eV
Spin multiplicity: 1

This record from the Open Molecules 2025 dataset describes a structure of composition C35H32Br2CdN6O2P. The level of theory is ωB97M-V/def2-TZVPD.

The geometry in XYZ format:
```
79
Properties=species:S:1:pos:R:3
Cd 0.98 0.87 0.57
O -0.41 2.62 1.42
C -0.04 3.19 0.36
O 1.14 3.09 -0.09
C -1.06 3.70 -0.60
C -1.69 4.93 -0.53
C -2.61 5.28 -1.51
C -2.91 4.41 -2.55
C -2.29 3.17 -2.60
C -1.37 2.79 -1.62
P -0.56 1.15 -1.68
C 0.42 1.19 -3.21
C -0.08 0.77 -4.45
C 0.70 0.85 -5.58
C 2.00 1.35 -5.51
C 2.50 1.79 -4.29
C 1.71 1.70 -3.14
C -1.89 -0.06 -1.98
C -1.54 -1.32 -2.47
C -2.49 -2.33 -2.55
C -3.79 -2.10 -2.11
C -4.14 -0.86 -1.61
C -3.19 0.16 -1.55
H -1.46 5.62 0.27
H -3.10 6.25 -1.47
H -3.61 4.69 -3.31
H -2.53 2.49 -3.41
H -1.09 0.37 -4.52
H 0.31 0.52 -6.54
H 2.61 1.42 -6.40
H 3.50 2.19 -4.22
H 2.10 2.07 -2.20
H -0.53 -1.51 -2.82
H -2.21 -3.30 -2.94
H -4.52 -2.90 -2.16
H -5.15 -0.68 -1.27
H -3.48 1.12 -1.14
Br 4.03 -5.19 -0.96
C 3.39 -3.45 -0.71
C 2.70 -2.81 -1.72
C 2.22 -1.54 -1.46
N 2.42 -0.91 -0.31
C 3.14 -1.52 0.65
C 3.63 -2.80 0.49
C 3.40 -0.73 1.90
C 4.35 -1.12 2.83
C 4.53 -0.33 3.95
Br 5.80 -0.83 5.23
C 3.79 0.83 4.12
C 2.88 1.15 3.14
N 2.68 0.39 2.06
H 2.52 -3.29 -2.68
H 1.67 -0.99 -2.22
H 4.17 -3.30 1.28
H 4.95 -2.00 2.68
H 3.92 1.46 4.99
H 2.27 2.05 3.21
C -0.75 0.18 3.30
N -1.66 -0.62 4.10
C -2.86 -0.89 3.30
N -2.54 -1.62 2.07
C -1.60 -0.82 1.29
N -0.35 -0.53 2.05
C 0.25 -1.82 2.43
N -0.65 -2.65 3.22
C -1.02 -1.89 4.42
C -1.87 -2.88 2.43
H 0.16 0.38 3.87
H -1.20 1.13 3.02
H -3.34 0.05 3.04
H -3.55 -1.49 3.89
H -2.07 0.13 1.03
H -1.34 -1.35 0.37
H 1.15 -1.62 3.02
H 0.53 -2.36 1.52
H -0.12 -1.70 5.01
H -1.70 -2.49 5.02
H -2.56 -3.49 3.02
H -1.61 -3.42 1.52
```

Calculated values
LUMO energy: -3.44 eV
Total energy: -203784.888 eV
Maximum force: 0.4 eV/A
Charge: +1
HOMO-LUMO gap: 7.7227 eV
Spin multiplicity: 1

This record from the Open Molecules 2025 dataset describes a structure of composition C7H12N2O2 at a distorted geometry. The level of theory is ωB97M-V/def2-TZVPD.

The geometry in XYZ format:
```
23
Properties=species:S:1:pos:R:3
C 3.41 1.26 -0.63
C 1.20 -1.49 -0.42
C -2.67 0.35 -1.00
C -1.57 -0.54 -1.43
C -2.02 0.39 0.43
C -1.07 -0.60 -0.18
C 0.16 -1.58 1.68
N 2.15 1.32 -0.70
N 0.11 -1.30 0.30
O 4.10 0.13 -0.41
O 2.29 -1.79 0.01
H 4.07 1.88 -1.26
H 1.06 -1.26 -1.45
H -2.55 1.26 -1.57
H -3.65 0.00 -1.08
H -1.33 -0.90 -2.49
H 3.41 -0.71 -0.37
H -1.52 1.29 0.74
H -2.61 0.01 1.41
H 1.18 -2.16 1.94
H 0.24 -0.76 2.34
H -0.62 -2.39 2.01
H 1.92 2.27 -1.04
```

Calculated values
Energy above the lowest of the compared OMol25 structures with the same formula, charge and spin: 3.993 eV
LUMO energy: 0.89 eV
Total energy: -14525.797 eV
Maximum force: 5.5 eV/A
Charge: 0
HOMO-LUMO gap: 9.7485 eV
Spin multiplicity: 1

This record from the Open Molecules 2025 dataset describes an isolated molecule of C24H21ClN4O4 at a distorted geometry. The level of theory is ωB97M-V/def2-TZVPD.

The geometry in XYZ format:
```
54
Properties=species:S:1:pos:R:3
O -5.31 -1.63 -0.30
C -4.33 -0.91 -0.33
N -3.04 -1.32 -0.25
C -2.54 -2.62 -0.15
C -3.32 -3.76 -0.23
C -2.73 -5.01 -0.18
C -1.35 -5.13 -0.05
C -0.57 -3.99 0.04
C -1.14 -2.73 0.00
N -0.41 -1.51 0.10
C -0.30 -1.03 1.48
C 0.29 0.38 1.49
N 1.56 0.40 0.79
C 2.71 0.48 1.49
O 2.74 0.60 2.70
C 3.98 0.46 0.69
C 4.25 1.46 -0.23
C 5.45 1.48 -0.92
C 6.38 0.48 -0.67
Cl 7.88 0.48 -1.54
C 6.13 -0.52 0.25
C 4.93 -0.52 0.94
C 1.44 -0.08 -0.56
C 0.90 -1.52 -0.53
C -4.47 0.58 -0.46
C -5.64 1.08 -1.04
C -5.84 2.44 -1.18
C -4.88 3.34 -0.74
C -3.72 2.84 -0.15
N -2.70 3.75 0.30
O -2.96 4.93 0.33
O -1.63 3.27 0.62
C -3.51 1.48 0.01
H -2.29 -0.65 -0.33
H -4.39 -3.67 -0.35
H -3.34 -5.90 -0.24
H -0.89 -6.10 -0.01
H 0.50 -4.09 0.16
H 0.35 -1.69 2.08
H -1.29 -1.03 1.94
H -0.38 1.10 1.01
H 0.47 0.70 2.52
H 3.52 2.24 -0.41
H 5.67 2.26 -1.63
H 6.87 -1.29 0.44
H 4.73 -1.28 1.68
H 0.74 0.56 -1.11
H 2.40 -0.06 -1.06
H 1.63 -2.14 0.01
H 0.79 -1.90 -1.55
H -6.38 0.37 -1.37
H -6.75 2.81 -1.63
H -5.01 4.41 -0.84
H -2.62 1.15 0.51
```

Calculated values
SMILES: O=C(Nc1ccccc1N1CCN(C(=O)c2ccc(Cl)cc2)CC1)c1cccc([N+](=O)[O-])c1
LUMO energy: -0.86 eV
Total energy: -51900.466 eV
Maximum force: 1.3 eV/A
Charge: 0
HOMO-LUMO gap: 7.7769 eV
Spin multiplicity: 1

This record from the Open Molecules 2025 dataset describes a structure of composition C34H29BCl2F3IN6O4S2Y at a distorted geometry. The level of theory is ωB97M-V/def2-TZVPD.

The geometry in XYZ format:
```
83
Properties=species:S:1:pos:R:3
Y -0.71 0.70 -0.57
O 3.88 -4.87 1.43
C 3.85 -4.45 0.26
O 4.60 -4.65 -0.72
C 2.81 -3.34 0.02
C 2.79 -2.61 -1.15
C 1.84 -1.62 -1.33
N 0.91 -1.34 -0.41
C 0.94 -2.03 0.74
C 1.87 -3.03 0.99
C -0.01 -1.62 1.82
C -0.54 -2.56 2.70
C -1.32 -2.10 3.75
C -1.53 -0.74 3.90
C -1.00 0.11 2.95
N -0.25 -0.31 1.92
C 1.83 -0.81 -2.59
C 2.18 -1.40 -3.80
C 2.17 -0.63 -4.95
C 1.85 0.71 -4.85
C 1.50 1.21 -3.61
N 1.47 0.47 -2.50
H 3.55 -2.82 -1.89
H 1.90 -3.56 1.93
H -0.35 -3.61 2.54
H -1.75 -2.81 4.45
H -2.13 -0.35 4.71
H -1.16 1.18 3.01
H 2.43 -2.45 -3.83
H 2.41 -1.07 -5.91
H 1.82 1.36 -5.72
H 1.21 2.25 -3.50
F -6.83 -2.11 1.15
C -5.85 -1.17 1.20
F -5.52 -1.05 2.50
F -6.42 -0.02 0.83
C -4.67 -1.56 0.35
C -4.73 -2.74 -0.36
C -3.65 -3.15 -1.14
C -2.54 -2.34 -1.13
N -2.46 -1.21 -0.42
C -3.51 -0.74 0.28
S -3.33 0.82 0.98
H -5.62 -3.35 -0.32
H -3.68 -4.06 -1.72
H -1.65 -2.61 -1.70
I -1.92 4.15 -1.09
C -0.70 2.94 0.24
H -1.23 3.04 1.18
H 0.19 3.55 0.35
Cl 2.15 1.32 0.57
C 2.73 2.74 -0.30
Cl 4.24 2.44 -1.18
H 2.90 3.52 0.43
H 1.97 3.03 -1.01
C 2.47 4.50 6.03
N 2.28 3.11 5.73
C 2.55 2.08 6.73
C 2.18 0.79 6.00
N 1.41 1.30 4.87
C 1.58 2.63 4.67
S 1.01 3.46 3.34
H 3.52 4.71 6.24
H 1.87 4.79 6.90
H 2.16 5.09 5.17
H 1.94 2.24 7.62
H 3.60 2.10 7.03
H 1.59 0.12 6.62
H 3.07 0.25 5.66
H 1.15 0.73 4.09
O -1.46 -0.47 -3.66
B -1.35 0.71 -2.84
O -1.38 1.81 -3.76
C -1.46 1.30 -5.03
C -1.46 1.98 -6.22
C -1.50 1.20 -7.39
C -1.55 -0.19 -7.33
C -1.56 -0.86 -6.10
C -1.51 -0.08 -4.97
H -1.43 3.06 -6.25
H -1.50 1.69 -8.36
H -1.58 -0.76 -8.25
H -1.59 -1.94 -6.04
```

Calculated values
Energy above the lowest of the compared OMol25 structures with the same formula, charge and spin: 0.781 eV
LUMO energy: 1.84 eV
Total energy: -117555.206 eV
Maximum force: 2.8 eV/A
Charge: -1
HOMO-LUMO gap: 7.2012 eV
Spin multiplicity: 1

This record from the Open Molecules 2025 dataset describes a cluster of 2 separate species, C6H7N5O2S2 in total at a distorted geometry. The level of theory is ωB97M-V/def2-TZVPD.

The geometry in XYZ format:
```
22
Properties=species:S:1:pos:R:3
C 0.36 -2.11 1.87
C -1.98 1.73 -0.86
C -0.54 0.48 -1.99
C -1.09 -3.66 1.03
C -0.31 -1.40 0.97
C 1.77 2.27 0.04
N -0.15 -3.42 1.86
N -2.26 1.80 -2.05
N -1.39 0.96 -2.82
N -0.86 0.92 -0.66
N -0.27 0.63 0.51
O 1.87 0.15 1.75
O 1.91 -0.28 -0.68
S -1.57 -2.23 0.15
S 1.42 0.56 0.43
H 1.18 -1.95 2.58
H -2.54 2.38 -0.14
H 0.20 -0.20 -2.34
H -1.40 -4.63 0.78
H 1.41 3.26 0.53
H 2.79 2.39 0.08
H 1.43 2.35 -1.03
```

Calculated values
Energy above the lowest of the compared OMol25 structures with the same formula, charge and spin: 2.187 eV
LUMO energy: -1.06 eV
Total energy: -39545.136 eV
Maximum force: 4.7 eV/A
Charge: 0
HOMO-LUMO gap: 8.9721 eV
Spin multiplicity: 1